No. 1
A molecular structure, C3H4I4, computed with ωB97M-V with the def2-TZVPD basis set.

Geometry (Å):
C  1.46  -0.23  0.73
C  0.83  -0.40  -0.54
C  -1.64  0.64  -0.31
I  0.27  -2.32  -1.08
I  -1.70  2.39  -1.46
I  -3.05  -0.82  -1.09
I  -1.86  1.01  1.76
H  2.18  -0.97  1.09
H  1.98  0.76  0.79
H  0.75  -0.20  1.66
H  0.79  0.15  -1.54

Results
Strongest force on any atom   0.0725 hartree/bohr
E_tot   -1307.3351 Eh
Orbital gap (alpha / beta)   6.5 / 7.4 eV
Relative energy (zero: lowest compared OMol25 entry of this formula, charge and spin)   3.082 eV

---

No. 2
A molecular structure, C38H47KN3OS5Te, computed with ωB97M-V with the def2-TZVPD basis set.

Geometry (Å):
K  -1.07  1.68  0.39
C  2.42  0.79  -1.95
C  1.76  1.57  -3.08
S  -0.03  1.66  -2.89
C  -0.40  3.25  -3.65
C  -1.69  3.86  -3.09
S  -1.66  4.28  -1.34
C  -0.53  5.68  -1.34
C  0.17  5.85  0.01
S  1.05  4.41  0.65
C  2.32  4.21  -0.61
C  3.13  2.95  -0.31
S  2.18  1.41  -0.28
H  3.50  0.72  -2.15
H  2.05  -0.24  -1.92
H  2.01  1.11  -4.04
H  2.15  2.59  -3.11
H  -0.49  3.14  -4.73
H  0.44  3.92  -3.45
H  -2.52  3.15  -3.20
H  -1.96  4.74  -3.68
H  -1.09  6.59  -1.56
H  0.21  5.56  -2.13
H  -0.56  6.10  0.79
H  0.86  6.69  -0.05
H  2.98  5.08  -0.59
H  1.86  4.14  -1.60
H  3.60  3.04  0.67
H  3.93  2.84  -1.04
N  -1.65  -1.13  -1.68
C  -2.82  -0.47  -1.75
S  -3.68  0.02  -0.38
N  -3.30  -0.18  -2.99
C  -2.70  -0.40  -4.26
C  -2.02  -1.57  -4.57
C  -1.45  -1.72  -5.83
C  -1.56  -0.73  -6.78
C  -2.28  0.42  -6.48
C  -2.84  0.59  -5.23
H  -1.24  -1.28  -0.76
H  -1.02  -1.11  -2.47
H  -4.09  0.44  -2.95
H  -1.98  -2.39  -3.86
H  -0.92  -2.64  -6.06
H  -1.11  -0.86  -7.76
H  -2.39  1.20  -7.22
H  -3.39  1.49  -4.99
C  4.99  -6.13  1.71
C  3.94  -5.06  1.64
C  2.76  -5.26  0.94
C  1.76  -4.29  0.87
C  0.52  -4.60  0.08
C  1.96  -3.07  1.55
Te  0.42  -1.45  1.45
N  -0.90  0.12  2.11
C  -0.43  0.97  3.00
O  0.65  0.99  3.62
C  -1.35  2.20  3.14
C  -2.69  2.16  2.76
C  -3.44  3.33  2.70
C  -2.85  4.55  3.02
C  -1.52  4.59  3.43
C  -0.78  3.41  3.49
C  -0.96  -2.74  2.42
C  -2.08  -3.16  1.72
C  -3.07  -3.92  2.33
C  -2.93  -4.25  3.67
C  -1.81  -3.81  4.38
C  -0.82  -3.04  3.78
C  0.34  -2.56  4.61
C  3.15  -2.84  2.24
C  3.49  -1.54  2.96
C  4.12  -3.84  2.28
H  4.73  -7.00  1.10
H  5.13  -6.49  2.74
H  5.96  -5.76  1.37
H  2.60  -6.20  0.42
H  0.65  -5.52  -0.49
H  0.27  -3.79  -0.62
H  -0.35  -4.73  0.73
H  -3.14  1.20  2.52
H  -4.48  3.29  2.40
H  -3.43  5.46  2.97
H  -1.07  5.53  3.71
H  0.26  3.41  3.80
H  -2.20  -2.89  0.67
H  -3.94  -4.23  1.77
H  -3.69  -4.84  4.17
H  -1.72  -4.06  5.43
H  0.18  -2.79  5.66
H  0.48  -1.48  4.51
H  1.27  -3.04  4.30
H  2.68  -0.82  2.97
H  4.36  -1.07  2.48
H  3.76  -1.75  3.99
H  5.04  -3.66  2.82

Results
<S²>   0.77
Strongest force on any atom   0.0410 hartree/bohr
E_tot   -4574.6043 Eh
2S+1   2
Orbital gap (alpha / beta)   6.0 / 7.1 eV

---

Which of these has the lowest E_tot?
C38H47KN3OS5Te

---

strongest force on any atom of number 1 (C3H4I4)?
0.0725 hartree/bohr